C4H8O2 in the gas phase, computed with wB97M-V/def2-TZVPD.

As for the structure (SMILES): C=C[C@@H](O)CO. The molar mass comes out at 88.11 g/mol. Its multiplicity is 1. For the total energy, the calculation gives -8371.6361 eV. The calculation puts the HOMO-LUMO gap at 10.57 eV. The energy above the lowest of the compared OMol25 structures with the same formula, charge and spin comes out at 158.8 kJ/mol. The HOMO energy is -9.8 eV. The value obtained for the LUMO energy is 0.803 eV.

The geometry in XYZ format:
```
14
Properties=species:S:1:pos:R:3:lowdin_charge:R:1
C 1.006 -1.686 1.219 0.017
C -0.013 -1.226 0.497 -0.134
C 0.053 -0.091 -0.476 -0.411
O -0.669 -0.442 -1.639 -0.031
C -0.556 1.193 0.109 -0.200
O -0.622 2.209 -0.895 -0.070
H 0.889 -2.522 1.908 0.057
H 2.013 -1.284 1.126 0.060
H -0.995 -1.687 0.610 0.114
H 1.108 0.087 -0.740 0.145
H -0.931 0.404 -2.051 0.092
H -1.594 0.999 0.410 0.134
H 0.032 1.521 0.978 0.128
H 0.280 2.526 -1.055 0.099
```


C6H6Cl3P in the gas phase at a distorted geometry, computed with wB97M-V/def2-TZVPD.

As for the expectation value of S²: 2.0070. The molar mass comes out at 215.45 g/mol. Its multiplicity is 3. For the total energy, the calculation gives -53170.9052 eV. The calculation puts the HOMO-LUMO gap (spin up / spin down) at 5.89 / 7.07 eV. The energy above the lowest of the compared OMol25 structures with the same formula, charge and spin comes out at 0.0 kJ/mol. The HOMO energy (spin up / spin down) is -5.4 / -9.4 eV. The value obtained for the LUMO energy (spin up / spin down) is 0.456 / -2.358 eV.

The geometry in XYZ format:
```
16
Properties=species:S:1:pos:R:3:mulliken_spin:R:1
C -1.067 0.700 0.346 0.585
C -1.800 -0.083 -0.418 0.267
C 0.379 0.448 0.616 0.022
C -1.257 -1.236 -1.140 0.228
C 0.853 -0.006 -0.804 0.053
C 0.037 -1.297 -1.424 0.577
P 1.244 1.918 1.961 0.012
Cl 0.776 -2.509 -2.419 0.082
Cl 0.756 1.135 3.684 0.004
Cl 3.164 1.283 1.698 0.000
H -1.402 1.679 0.908 0.014
H -2.868 0.068 -0.338 0.032
H 0.429 -0.542 1.123 0.056
H -1.908 -1.966 -1.509 0.032
H 0.792 0.747 -1.623 0.026
H 1.872 -0.340 -0.662 0.007
```


A molecular structure, C37H52IN2O3PRbSi3 at a distorted geometry, computed with wB97M-V/def2-TZVPD.

The molar mass comes out at 900.44 g/mol. The net charge is -1. Its multiplicity is 1. For the total energy, the calculation gives -90019.5381 eV. The calculation puts the HOMO-LUMO gap at 6.40 eV. The energy above the lowest of the compared OMol25 structures with the same formula, charge and spin comes out at 27.0 kJ/mol. The HOMO energy is -4.3 eV. The value obtained for the LUMO energy is 2.073 eV.

The geometry in XYZ format:
```
100
Properties=species:S:1:pos:R:3:lowdin_charge:R:1
Rb -0.547 -0.108 0.066 0.642
C 0.549 4.903 -1.376 -0.017
C -0.844 4.425 -1.650 -0.260
N -1.569 5.157 -2.459 0.094
C -2.844 4.831 -2.677 -0.138
C -3.472 3.787 -2.034 -0.172
C -4.957 3.565 -2.179 -0.220
O -5.679 3.710 -0.971 -0.057
C -2.732 3.003 -1.132 -0.116
C -3.379 1.979 -0.345 -0.126
N -3.245 1.738 0.912 0.069
C -2.624 2.589 1.787 -0.356
C -2.730 3.987 1.709 -0.004
C -2.191 4.802 2.678 -0.074
C -1.537 4.258 3.773 -0.105
C -1.470 2.881 3.909 -0.171
C -2.015 2.070 2.936 -0.598
I -2.046 -0.022 3.248 0.976
C -1.320 3.247 -0.971 -0.362
O -0.568 2.486 -0.304 -0.225
H 0.709 5.853 -1.878 0.074
H 1.277 4.176 -1.727 0.045
H 0.687 5.025 -0.302 0.079
H -3.381 5.476 -3.361 0.096
H -5.134 2.560 -2.602 0.119
H -5.379 4.306 -2.863 0.117
H -5.238 3.168 -0.303 0.057
H -4.079 1.311 -0.858 0.126
H -3.268 4.426 0.881 0.121
H -2.286 5.873 2.585 0.104
H -1.099 4.895 4.527 0.099
H -1.012 2.440 4.782 0.091
C -3.841 -2.146 0.029 -0.169
O -2.449 -2.212 -0.034 -0.422
Si -1.595 -3.576 0.486 0.292
C -2.559 -5.098 -0.208 -0.162
C -1.865 -3.721 2.375 -0.171
C 0.137 -3.300 -0.116 -0.480
Si 1.460 -3.997 0.991 0.393
C 1.191 -5.764 1.712 -0.186
C 1.761 -2.887 2.538 -0.181
C 3.194 -4.168 0.191 -0.186
Si 0.339 -3.518 -1.952 0.389
C 1.990 -2.814 -2.637 -0.189
C -1.024 -2.628 -2.974 -0.181
C 0.312 -5.311 -2.676 -0.186
H -4.304 -2.904 -0.613 0.080
H -4.170 -1.160 -0.307 0.072
H -4.205 -2.296 1.050 0.077
H -3.484 -5.318 0.318 0.019
H -1.936 -5.983 -0.161 0.019
H -2.802 -4.933 -1.252 0.013
H -2.864 -3.416 2.677 0.015
H -1.165 -3.097 2.918 -0.021
H -1.717 -4.741 2.709 0.018
H 0.286 -5.803 2.306 -0.002
H 2.014 -6.093 2.342 0.016
H 1.085 -6.486 0.908 0.015
H 1.020 -3.083 3.305 0.006
H 1.696 -1.832 2.277 -0.011
H 2.738 -3.057 2.985 0.018
H 3.164 -4.890 -0.618 0.013
H 3.938 -4.511 0.906 0.022
H 3.534 -3.227 -0.221 -0.010
H 2.379 -2.033 -1.989 -0.028
H 1.886 -2.404 -3.637 0.022
H 2.743 -3.591 -2.686 0.013
H -0.996 -1.547 -2.839 0.008
H -2.005 -2.970 -2.665 0.008
H -0.931 -2.830 -4.038 0.022
H 1.075 -5.921 -2.199 0.010
H 0.488 -5.345 -3.750 0.016
H -0.648 -5.778 -2.483 0.002
C 4.511 -0.404 -0.034 -0.257
P 2.698 -0.005 0.045 0.972
C 2.695 1.214 -1.334 -0.383
C 3.502 2.348 -1.344 -0.093
C 3.487 3.211 -2.424 -0.098
C 2.670 2.947 -3.514 -0.098
C 1.876 1.812 -3.520 -0.069
C 1.892 0.950 -2.438 -0.106
C 2.711 1.085 1.521 -0.386
C 3.339 0.640 2.685 -0.108
C 3.226 1.351 3.867 -0.088
C 2.481 2.519 3.907 -0.092
C 1.846 2.965 2.757 -0.075
C 1.952 2.252 1.575 -0.091
H 4.741 -1.207 0.659 0.024
H 5.120 0.468 0.199 0.040
H 4.741 -0.750 -1.041 0.044
H 4.129 2.558 -0.490 0.107
H 4.099 4.104 -2.420 0.105
H 2.635 3.629 -4.351 0.105
H 1.238 1.605 -4.370 0.108
H 1.285 0.051 -2.458 0.078
H 3.902 -0.280 2.671 0.094
H 3.715 0.989 4.760 0.099
H 2.387 3.070 4.834 0.098
H 1.258 3.871 2.784 0.099
H 1.420 2.597 0.701 0.074
```


A molecular structure, C33H30BrN7O3RuSSi, computed with wB97M-V/def2-TZVPD.

As for the expectation value of S²: 0.7555. The molar mass comes out at 813.78 g/mol. The net charge is -1. Its multiplicity is 2. For the total energy, the calculation gives -142624.1951 eV. The calculation puts the HOMO-LUMO gap (spin up / spin down) at 6.38 / 6.25 eV. The energy above the lowest of the compared OMol25 structures with the same formula, charge and spin comes out at 0.0 kJ/mol. The HOMO energy (spin up / spin down) is -4.9 / -4.9 eV. The value obtained for the LUMO energy (spin up / spin down) is 1.460 / 1.394 eV.

The geometry in XYZ format:
```
77
Properties=species:S:1:pos:R:3:mulliken_spin:R:1
Ru 0.116 -0.848 1.184 0.945
C -2.559 -1.870 4.401 0.000
C -1.607 -1.246 3.434 -0.007
N -1.509 -1.631 2.189 -0.043
N -2.197 -2.699 1.800 -0.001
C -2.737 -2.603 0.565 0.001
O -3.011 -1.549 -0.016 0.002
C -3.084 -3.924 -0.057 0.000
C -3.733 -3.930 -1.285 0.000
C -4.039 -5.129 -1.909 0.000
C -3.695 -6.332 -1.309 0.000
C -3.037 -6.331 -0.086 0.000
C -2.731 -5.131 0.538 -0.001
C -0.723 -0.176 3.833 0.012
C -0.706 0.391 5.112 -0.004
C 0.170 1.420 5.384 0.003
C 1.029 1.877 4.389 -0.005
C 0.974 1.270 3.152 0.009
N 0.118 0.283 2.885 0.002
H -3.239 -2.520 3.857 0.000
H -3.134 -1.111 4.936 0.000
H -2.025 -2.474 5.140 0.000
H -3.967 -2.978 -1.743 0.000
H -4.532 -5.125 -2.874 0.000
H -3.924 -7.270 -1.801 0.000
H -2.752 -7.268 0.377 0.000
H -2.207 -5.112 1.484 0.000
H -1.371 0.011 5.874 0.000
H 0.193 1.864 6.371 0.000
H 1.736 2.674 4.571 0.000
H 1.633 1.543 2.338 0.000
Br -0.053 9.056 -7.640 0.000
C 0.426 7.657 -6.449 0.000
C -0.529 7.150 -5.580 0.000
C -0.182 6.132 -4.709 0.000
C 1.116 5.622 -4.711 0.000
C 2.060 6.150 -5.584 0.000
C 1.721 7.169 -6.461 0.000
N 1.571 4.582 -3.860 0.002
N 0.665 4.030 -3.190 -0.001
C 1.016 3.020 -2.312 0.003
C 2.322 2.568 -2.116 -0.001
C 2.624 1.550 -1.237 0.003
C 1.614 0.929 -0.475 0.003
O 1.842 0.011 0.385 -0.009
C 0.265 1.390 -0.669 -0.006
N -0.683 0.753 0.076 -0.033
C -1.945 1.099 -0.048 0.027
C -2.343 2.114 -0.933 -0.008
C -1.410 2.763 -1.691 0.014
C -0.048 2.414 -1.574 -0.007
H -1.533 7.550 -5.585 0.000
H -0.910 5.725 -4.022 0.000
H 3.064 5.746 -5.565 0.000
H 2.453 7.577 -7.144 0.000
H 3.117 3.033 -2.684 0.000
H 3.645 1.216 -1.109 0.000
H -2.662 0.527 0.521 0.002
H -3.394 2.354 -1.010 0.000
H -1.692 3.539 -2.390 0.001
C 3.215 -2.927 0.348 0.003
Si 2.676 -2.620 2.111 -0.007
C 2.812 -4.223 3.084 0.001
C 3.839 -1.369 2.903 0.002
O 1.132 -2.118 2.253 0.099
H 4.232 -3.330 0.317 0.000
H 3.191 -1.997 -0.222 0.000
H 2.550 -3.634 -0.153 0.000
H 3.832 -4.617 3.053 0.000
H 2.143 -4.980 2.669 0.001
H 2.537 -4.069 4.131 -0.001
H 4.869 -1.738 2.904 -0.001
H 3.553 -1.167 3.939 0.001
H 3.808 -0.430 2.345 0.002
S -0.044 -3.599 -2.757 0.031
C 0.011 -2.670 -1.427 0.018
N 0.053 -2.013 -0.463 -0.055
```


A molecular structure, C5H6N at a distorted geometry, computed with wB97M-V/def2-TZVPD.

The molar mass comes out at 80.11 g/mol. The net charge is +1. Its multiplicity is 1. For the total energy, the calculation gives -6756.8857 eV. The calculation puts the HOMO-LUMO gap at 9.35 eV. The energy above the lowest of the compared OMol25 structures with the same formula, charge and spin comes out at 800.0 kJ/mol. The HOMO energy is -15.0 eV. The value obtained for the LUMO energy is -5.664 eV.

The geometry in XYZ format:
```
12
Properties=species:S:1:pos:R:3:lowdin_charge:R:1
C 1.802 0.031 -0.302 -0.204
C 2.516 -0.884 -0.113 0.143
C 0.978 -1.213 0.457 0.076
C -0.309 0.300 0.131 0.056
C -1.799 0.550 -0.007 0.014
N 0.741 0.928 -0.426 0.155
H 1.436 -1.411 1.438 0.127
H 0.520 -1.860 -0.229 0.092
H -2.074 1.570 -0.008 0.077
H -2.426 0.000 0.708 0.102
H -2.064 0.048 -1.030 0.157
H 0.681 1.941 -0.620 0.205
```


C17H26N4O3 in the gas phase, computed with wB97M-V/def2-TZVPD.

As for the structure (SMILES): CC(C)(C)NC(=O)NC(=O)CN1CCN(c2ccc(O)cc2)CC1. The molar mass comes out at 334.42 g/mol. Its multiplicity is 1. For the total energy, the calculation gives -30155.0696 eV. The calculation puts the HOMO-LUMO gap at 7.88 eV. The energy above the lowest of the compared OMol25 structures with the same formula, charge and spin comes out at 56.0 kJ/mol. The HOMO energy is -7.2 eV. The value obtained for the LUMO energy is 0.635 eV.

The geometry in XYZ format:
```
50
Properties=species:S:1:pos:R:3:lowdin_charge:R:1
C -1.504 4.968 0.455 -0.033
C -1.287 3.560 1.015 -0.585
C -0.977 3.621 2.509 -0.037
C -2.522 2.691 0.760 -0.031
N -0.125 2.951 0.368 0.142
C -0.016 2.725 -0.941 -0.512
O -0.818 2.974 -1.812 0.073
N 1.205 2.091 -1.329 0.181
C 2.245 1.668 -0.561 -0.436
O 2.314 1.862 0.641 0.057
C 3.277 0.823 -1.299 -0.100
N 2.960 -0.593 -1.227 -0.149
C 1.848 -1.004 -2.066 -0.171
C 1.425 -2.427 -1.707 -0.144
N 0.902 -2.463 -0.358 -0.103
C -0.263 -3.136 -0.054 -0.235
C -0.647 -4.264 -0.786 -0.028
C -1.800 -4.959 -0.474 -0.031
C -2.600 -4.562 0.588 -0.335
O -3.746 -5.226 0.931 0.038
C -2.222 -3.453 1.334 -0.017
C -1.078 -2.751 1.017 -0.022
C 1.434 -1.458 0.533 -0.151
C 2.870 -1.137 0.122 -0.151
H -2.359 5.434 0.935 0.084
H -0.624 5.583 0.629 0.086
H -1.687 4.913 -0.614 0.076
H -1.810 4.068 3.045 0.087
H -0.808 2.622 2.906 0.085
H -0.088 4.223 2.690 0.086
H -2.713 2.628 -0.307 0.077
H -3.391 3.123 1.248 0.084
H -2.365 1.686 1.148 0.084
H 0.668 2.691 0.947 0.111
H 1.248 1.942 -2.329 0.147
H 4.250 0.971 -0.823 0.133
H 3.347 1.107 -2.352 0.125
H 2.178 -0.970 -3.110 0.126
H 0.963 -0.355 -1.964 0.118
H 0.650 -2.746 -2.408 0.119
H 2.288 -3.098 -1.812 0.129
H -0.033 -4.620 -1.598 0.103
H -2.074 -5.827 -1.060 0.112
H -3.875 -5.970 0.332 0.099
H -2.844 -3.147 2.161 0.116
H -0.825 -1.887 1.610 0.097
H 0.835 -0.532 0.522 0.121
H 1.433 -1.850 1.554 0.130
H 3.461 -2.060 0.156 0.125
H 3.298 -0.431 0.833 0.118
```


2 unconnected molecules or ions with the total composition C11H15O3S at a distorted geometry, computed with wB97M-V/def2-TZVPD.

The molar mass comes out at 227.31 g/mol. The net charge is -1. Its multiplicity is 1. For the total energy, the calculation gives -28627.2409 eV. The calculation puts the HOMO-LUMO gap at 8.48 eV. The energy above the lowest of the compared OMol25 structures with the same formula, charge and spin comes out at 12.0 kJ/mol. The HOMO energy is -5.2 eV. The value obtained for the LUMO energy is 3.300 eV.

The geometry in XYZ format:
```
30
Properties=species:S:1:pos:R:3:lowdin_charge:R:1
C -3.664 1.222 -0.187 -0.115
C -3.323 0.207 0.670 -0.133
C -2.669 1.894 -0.932 -0.067
C -2.023 -0.193 0.822 -0.100
C -1.361 1.477 -0.774 -0.094
C -1.049 0.504 0.107 -0.055
C 2.770 -1.302 -0.597 -0.067
C 0.295 -2.003 -0.740 -0.083
C 1.229 -0.383 1.767 -0.087
C 1.320 -0.855 -0.776 -0.413
C 0.987 0.114 0.400 -0.301
O 0.876 2.765 0.781 -0.358
O 3.076 1.673 0.600 -0.371
O 1.632 1.942 -1.346 -0.362
S 1.706 1.783 0.086 0.407
H -4.708 1.186 -0.374 0.077
H -4.075 -0.514 0.989 0.097
H -2.997 2.746 -1.522 0.096
H -1.638 -1.131 1.184 0.095
H -0.631 2.178 -1.196 0.097
H 2.777 -2.076 0.302 0.113
H 3.294 -0.448 -0.345 0.024
H 3.203 -1.805 -1.487 0.081
H 0.671 -2.768 0.025 0.083
H -0.707 -1.697 -0.437 0.032
H 0.154 -2.573 -1.713 0.087
H 0.510 -0.030 2.474 0.078
H 0.985 -1.482 1.765 0.093
H 2.141 -0.173 2.115 0.036
H 1.224 -0.256 -1.663 0.110
```


C3H7NO2 in the gas phase, computed with wB97M-V/def2-TZVPD.

As for the structure (SMILES): [H]/N=C(/O)CCO. The molar mass comes out at 89.09 g/mol. Its multiplicity is 1. For the total energy, the calculation gives -8809.4535 eV. The calculation puts the HOMO-LUMO gap at 11.38 eV. The energy above the lowest of the compared OMol25 structures with the same formula, charge and spin comes out at 103.8 kJ/mol. The HOMO energy is -10.5 eV. The value obtained for the LUMO energy is 0.838 eV.

The geometry in XYZ format:
```
13
Properties=species:S:1:pos:R:3:lowdin_charge:R:1
H -1.778 0.435 0.287 0.046
N -1.201 1.065 0.840 0.143
C 0.025 0.997 0.511 -0.503
O 0.910 1.815 1.110 0.062
C 0.698 0.103 -0.506 -0.102
C -0.090 -1.161 -0.833 -0.280
O -0.246 -2.008 0.285 -0.057
H 0.388 2.376 1.708 0.118
H 1.677 -0.182 -0.109 0.127
H 0.872 0.695 -1.415 0.131
H -1.060 -0.906 -1.291 0.115
H 0.462 -1.739 -1.577 0.120
H -0.657 -1.491 0.990 0.078
```